Molecular formula: C20H36CaCl2N2O6P
Method: DFT, ωB97M-V/def2-TZVPD

The geometry in ORCA input format:
```
! RIJCOSX wB97M-V def2-TZVPD def2/J DEFGRID3
* xyz -1 1
O -1.9037 -0.4513 -0.6697
C -2.3048 -1.0655 -1.8074
C -2.7887 -2.4956 -1.5349
C -2.4348 -3.1825 -0.3693
H -1.7326 -2.7433 0.3474
C -2.9301 -4.4704 -0.1540
H -2.6730 -5.0053 0.7646
C -3.7269 -5.0854 -1.1284
H -4.0973 -6.1007 -0.9809
C -4.0678 -4.3974 -2.3027
H -4.6740 -4.8639 -3.0813
C -3.6145 -3.0934 -2.4855
H -3.8364 -2.5286 -3.3956
H -3.1649 -0.5316 -2.2836
C -0.9148 0.3402 -3.4493
C -1.2125 -1.0108 -2.8898
H -0.4245 0.2756 -4.4214
H -0.2355 0.8974 -2.7998
H -1.8305 0.9220 -3.5404
C -0.4736 -2.0930 -3.1395
C 0.7008 -2.1873 -4.0544
H -0.6681 -3.0092 -2.5939
H 0.4968 -2.8804 -4.8764
H 1.5575 -2.5615 -3.4889
H 1.0153 -1.2325 -4.4735
Ca 0.3463 -0.1450 -0.0004
Cl 0.5440 -2.3477 1.4543
Cl 2.0413 -0.3198 -1.9651
H -4.1672 -1.4565 3.4016
H -1.8370 -1.1808 4.7777
C -3.4675 -1.5495 2.5575
C -1.3497 -1.1328 3.7990
N -2.2921 -0.7295 2.7746
H -3.9606 -1.2041 1.6415
C -2.1578 0.4332 2.1144
O -1.0889 1.0587 1.9980
H -0.5182 -0.4303 3.8255
H -3.0946 0.7620 1.6199
H -3.1732 -2.5990 2.4380
H -0.9534 -2.1174 3.5495
H -0.1822 5.3539 -1.3161
H -2.7394 5.4144 -0.4046
C -0.5975 4.5491 -1.9289
C -2.9045 4.4817 -0.9644
N -1.6330 3.8290 -1.2145
H 0.1991 3.8726 -2.2382
C -1.3497 2.6255 -0.6665
O -0.2113 2.1111 -0.6716
H -3.5481 3.8038 -0.3892
H -2.2056 2.1066 -0.2307
H -1.0346 5.0213 -2.8072
H -3.3867 4.7271 -1.9205
C 1.7622 2.9446 1.8332
O 1.8420 1.5203 1.8801
P 3.1110 0.4354 2.2197
O 4.5205 1.2399 2.1868
C 5.0777 1.9302 1.0260
O 3.0653 -0.3682 0.7396
C 3.7060 -1.6591 0.5465
H 1.0653 3.2855 2.6054
H 1.3282 3.1868 0.8643
H 2.7034 3.4911 1.9516
H 4.6190 1.6749 0.0534
H 4.9981 3.0104 1.2162
H 6.1363 1.6396 1.0209
H 4.7192 -1.5793 0.1242
H 3.7214 -2.2167 1.4978
H 3.0742 -2.1809 -0.1775
*
```

Summary:
Highest occupied orbital energy (eV): -4.65
LUMO energy (hartree): 0.0865


Molecular formula: C3H5FN2S
Method: DFT, ωB97M-V/def2-TZVPD

The geometry in ORCA input format:
```
! RIJCOSX wB97M-V def2-TZVPD def2/J DEFGRID3
* xyz 0 1
F -1.6854 -1.4041 1.6751
C -0.5493 -1.8379 1.2699
C 0.4664 -1.2176 0.6470
N 0.5847 0.0389 0.0196
C -0.4248 1.0061 0.0233
N -0.5442 1.9690 -0.8698
S 0.8738 2.1341 -1.9640
H -0.2965 -2.6894 1.8216
H 1.3739 -1.7914 0.4619
H 1.1690 0.0542 -0.9749
H -1.2511 0.7373 0.6540
H 0.2836 3.0011 -2.7637
*
```

Summary:
Highest occupied orbital energy (eV): -8.46
LUMO energy (hartree): 0.0247


Molecular formula: C38H64N4O18
Method: DFT, ωB97M-V/def2-TZVPD

The geometry in ORCA input format:
```
! RIJCOSX wB97M-V def2-TZVPD def2/J DEFGRID3
* xyz 0 1
C 1.7391 -1.1594 -2.9787
C 1.5419 -0.6865 -4.4640
C 1.1199 -1.8553 -5.3966
O -0.2735 -1.7891 -5.2514
C -0.5817 -0.5219 -4.8539
O -1.7168 -0.1359 -4.6994
O 0.4508 0.1946 -4.6026
H 0.7699 -1.5760 -2.5804
H 1.7550 -0.2875 -2.3932
H 2.5078 -1.8038 -2.6895
H 2.3717 -0.1467 -4.8444
H 1.5844 -2.8434 -5.1908
H 1.3330 -1.5372 -6.4108
C -2.5773 0.6850 2.5065
C -2.4152 2.1292 2.8768
C -1.0326 2.7701 2.5546
O -1.3694 3.5791 1.4263
C -2.7045 3.7553 1.3915
O -3.2999 4.5771 0.7486
O -3.3091 2.9498 2.2937
H -3.6806 0.5256 2.5744
H -2.1193 0.0037 3.2393
H -2.3917 0.4002 1.5265
H -2.4090 2.1284 3.9852
H -0.3669 1.9627 2.3106
H -0.6105 3.5007 3.3003
C 2.4620 -0.6998 6.1951
C 1.0186 -0.1883 6.3347
C 0.5662 0.6050 5.1691
O -0.6517 -0.0709 4.9211
C -0.9248 -1.0109 5.6360
O -1.9699 -1.6859 5.5059
O 0.0236 -1.1738 6.5646
H 2.9288 -1.2521 7.0236
H 3.2747 0.1273 6.1935
H 2.6535 -1.1869 5.2370
H 1.0090 0.4499 7.1815
H 1.1606 0.5168 4.3000
H 0.2845 1.6164 5.4294
C -1.5625 -4.3683 3.0578
C -0.5237 -4.8166 4.0633
C 0.6830 -3.8583 4.2668
O 0.7423 -3.8675 5.7010
C -0.2032 -4.5664 6.2179
O -0.4357 -4.7377 7.4348
O -1.0485 -5.0606 5.2887
H -2.0843 -3.5810 3.4388
H -2.2535 -5.1574 2.7332
H -1.1063 -4.0348 2.1442
H 0.0056 -5.6305 3.5807
H 0.4031 -3.0090 3.7573
H 1.6352 -4.0465 3.7392
C 1.2649 2.4454 -0.3298
O 1.7959 1.8602 -1.5003
C 3.0128 2.1534 -1.7769
O 3.7108 3.1579 -1.0744
O 3.5061 1.4085 -2.7847
C 4.7551 1.5976 -3.3791
H 1.6327 1.9843 0.6239
H 0.1346 2.3122 -0.3414
H 1.4802 3.4893 -0.3853
H 4.8909 0.7879 -4.0438
H 5.4738 1.2761 -2.6983
H 4.9450 2.6354 -3.6988
C -1.6385 7.4581 -3.8222
O -0.9892 6.2775 -3.8951
C -1.5640 5.2731 -3.3038
O -2.8850 5.2613 -2.8199
O -0.8033 4.1419 -3.3720
C -1.3640 2.8969 -2.8533
H -0.9420 8.2167 -3.7890
H -2.3883 7.7346 -2.9476
H -2.2076 7.6260 -4.7287
H -1.8458 3.1332 -1.9735
H -0.6365 2.0477 -2.7690
H -2.1246 2.5584 -3.5360
C 5.3688 1.5184 3.5725
C 4.8127 0.6707 2.4106
C 4.5709 1.5147 1.1654
C 5.8246 2.1218 0.6368
N 6.7802 2.6235 0.2746
H 5.2542 1.0433 4.5087
H 4.7381 2.3715 3.6145
H 6.3704 1.8963 3.4847
H 3.8633 0.1650 2.7796
H 5.4875 -0.1007 2.1020
H 3.7936 2.2750 1.4929
H 4.1045 0.8766 0.3787
C -4.1979 -0.0166 -2.2319
C -5.0947 0.4594 -3.3152
C -5.3380 -0.5193 -4.4734
C -6.3506 0.0592 -5.4207
N -7.1161 0.4971 -6.1886
H -3.1646 -0.1241 -2.5605
H -4.5695 -0.9052 -1.8393
H -4.0061 0.6509 -1.4051
H -4.9993 1.4988 -3.6118
H -6.0398 0.6701 -2.8628
H -5.6574 -1.4910 -4.0691
H -4.3378 -0.7450 -5.0181
C 2.5714 -1.9773 1.6825
C 1.8154 -1.1333 0.6243
C 0.3005 -1.0239 0.8474
C -0.4061 -0.4186 -0.2818
N -0.9431 0.0899 -1.2198
H 2.0568 -1.9061 2.6065
H 3.4955 -1.6362 1.7676
H 2.5507 -3.0610 1.4816
H 2.1720 -1.5054 -0.3756
H 2.1968 -0.1333 0.6240
H 0.1546 -0.3390 1.6802
H 0.0467 -2.1099 1.0943
C -2.8692 -3.6959 -4.5764
C -1.8132 -4.0078 -3.4925
C -1.7229 -3.1036 -2.3585
C -0.8301 -3.6796 -1.2920
N -0.0578 -4.0572 -0.5234
H -3.8568 -3.6549 -4.1565
H -2.9954 -4.4128 -5.3211
H -2.5908 -2.7775 -5.0705
H -0.8673 -4.1147 -3.9174
H -1.9676 -5.0453 -3.1412
H -2.7800 -3.0832 -1.8828
H -1.3730 -2.0882 -2.5178
*
```

Summary:
Highest occupied orbital energy (eV): -9.80
LUMO energy (hartree): -0.0108


Molecular formula: C35H60Cl20N4O2
Method: DFT, ωB97M-V/def2-TZVPD

The geometry in ORCA input format:
```
! RIJCOSX wB97M-V def2-TZVPD def2/J DEFGRID3
* xyz 0 1
C -0.9351 2.8946 0.1024
N -0.5140 2.2672 -1.1845
C -1.3453 2.6981 -2.3456
C -0.3751 0.8106 -1.0860
O 0.3305 0.2351 -1.9761
C -1.0695 -0.0895 0.0789
C -2.6738 0.0150 -0.2284
C -3.1242 -0.3813 -1.6623
N -4.4820 -0.2966 -2.0799
C -5.3601 0.1912 -1.0501
C -6.8838 0.3653 -1.4368
C -7.9072 0.8814 -0.4047
C -9.4299 1.0900 -0.8453
C -9.5281 2.6021 -1.4473
O -10.1037 2.6192 -2.8018
C -10.3392 3.6145 -0.4730
N -10.7794 4.8613 -1.2013
C -7.4301 1.1902 1.0532
C -5.9398 1.0154 1.4162
C -4.8475 0.5302 0.3692
N -3.4932 0.4597 0.8506
H -0.2550 2.5402 0.9631
H -0.7219 4.0295 0.0046
H -2.0516 2.7967 0.3282
H -1.7840 3.7536 -2.1575
H -2.2397 2.0255 -2.5818
H -0.7470 2.7967 -3.3309
H -0.7292 -1.1722 -0.0856
H -0.8006 0.2861 1.1238
H -2.3311 -0.7317 -2.4116
H -7.2482 0.1377 -2.5063
H -9.6802 0.2866 -1.6159
H -10.0641 1.0587 0.1040
H -8.4683 3.0331 -1.5441
H -9.3983 2.9785 -3.3958
H -9.5926 3.9661 0.3396
H -11.2324 3.1066 0.0400
H -11.5685 4.5819 -1.8173
H -9.9965 5.0918 -1.8339
H -8.1513 1.5456 1.8578
H -5.6348 1.2602 2.4947
Cl 4.3076 3.9799 -3.3087
C 2.8199 3.0083 -3.4340
C 2.1263 3.1827 -4.7693
Cl 1.4212 4.8093 -4.9542
H 2.1661 3.2828 -2.6041
H 3.1155 1.9649 -3.3042
H 1.3023 2.4706 -4.8515
H 2.8076 3.0118 -5.6049
Cl 0.5467 -2.9827 3.4385
C -0.9298 -3.9823 3.3589
C -1.6504 -3.8329 2.0337
Cl -2.3734 -2.2148 1.8488
H -1.5712 -3.7052 4.1977
H -0.6174 -5.0184 3.4975
H -2.4674 -4.5549 1.9709
H -0.9823 -4.0039 1.1894
Cl -0.6755 1.8116 4.1695
C -2.1765 2.6055 4.7121
C -2.9885 3.1442 3.5513
Cl -2.1925 4.5283 2.7599
H -1.9070 3.3950 5.4158
H -2.7553 1.8522 5.2506
H -3.9575 3.4993 3.9090
H -3.1659 2.3771 2.7940
Cl 8.0091 6.7242 -0.8834
C 7.6760 5.4364 -2.0701
C 7.9830 4.0586 -1.5193
Cl 9.7303 3.8002 -1.2895
H 8.2550 5.6479 -2.9708
H 6.6159 5.5062 -2.3222
H 7.6403 3.2939 -2.2205
H 7.4878 3.8884 -0.5634
Cl -0.4229 -7.4991 -0.0922
C 1.2538 -6.9541 -0.3572
C 1.9486 -6.5953 0.9408
Cl 1.2724 -5.1208 1.6799
H 1.2300 -6.1095 -1.0482
H 1.7804 -7.7776 -0.8443
H 3.0062 -6.3982 0.7528
H 1.8784 -7.4029 1.6718
Cl 9.2942 0.4306 -2.3355
C 7.7929 -0.5227 -2.4750
C 7.1245 -0.3378 -3.8209
Cl 6.4521 1.3012 -4.0122
H 7.1261 -0.2375 -1.6540
H 8.0703 -1.5702 -2.3386
H 6.2902 -1.0358 -3.9181
H 7.8165 -0.5189 -4.6454
Cl 6.3921 -2.9820 0.3133
C 4.9017 -2.1239 0.7822
C 4.1612 -1.5707 -0.4178
Cl 5.0428 -0.2287 -1.1921
H 5.1717 -1.3371 1.4858
H 4.2716 -2.8471 1.3047
H 3.1922 -1.1739 -0.1068
H 3.9865 -2.3404 -1.1718
Cl 6.8403 1.7312 0.8149
C 5.7459 2.6987 1.8386
C 5.4324 2.0190 3.1569
Cl 4.4160 0.5713 2.9463
H 4.8391 2.9015 1.2654
H 6.2508 3.6490 2.0256
H 4.8760 2.7022 3.8020
H 6.3415 1.7204 3.6818
Cl 0.5242 1.0897 8.4441
C 1.9950 0.4921 7.6350
C 1.6771 -0.4785 6.5157
Cl 1.0312 -2.0223 7.1268
H 2.6368 0.0374 8.3917
H 2.5104 1.3661 7.2314
H 2.5874 -0.7149 5.9602
H 0.9506 -0.0614 5.8155
Cl 1.7353 -9.5663 -3.2566
C -0.0382 -9.5374 -3.0810
C -0.7392 -9.2814 -4.3998
Cl -0.4754 -7.6210 -4.9893
H -0.2920 -8.7806 -2.3368
H -0.3323 -10.5131 -2.6886
H -1.8171 -9.4054 -4.2764
H -0.4040 -9.9730 -5.1748
*
```

Summary:
Highest occupied orbital energy (eV): -8.80
LUMO energy (hartree): -0.0444


Molecular formula: C4H13N2O
Method: DFT, ωB97M-V/def2-TZVPD

The geometry in ORCA input format:
```
! RIJCOSX wB97M-V def2-TZVPD def2/J DEFGRID3
* xyz 1 1
C 0.1714 -0.0086 -2.7996
C 0.5375 0.4776 -1.4057
C -0.5851 0.4431 -0.3614
N -0.3385 -0.9939 2.2530
C -0.9625 -1.4215 1.1765
N -0.9593 -0.9229 -0.0325
H -0.8189 -0.4757 -2.7657
H 0.8538 -0.8423 -2.9968
H 0.2135 0.7255 -3.6012
H 1.4499 -0.0170 -1.0456
H 0.8089 1.5876 -1.4566
H -0.2101 0.8663 0.5727
H -1.3083 1.1584 -0.7186
H -0.4616 -1.5848 3.0616
H 0.4812 -0.3768 2.2337
H -1.6087 -2.2998 1.3400
H -1.4504 -1.5106 -0.6958
H 1.0458 1.9494 1.7635
H 1.6927 1.9221 3.0984
O 1.4486 1.3237 2.3804
*
```

Summary:
Highest occupied orbital energy (eV): -14.84
LUMO energy (hartree): -0.1220


Molecular formula: C20H46N6O14S2
Method: DFT, ωB97M-V/def2-TZVPD

The geometry in ORCA input format:
```
! RIJCOSX wB97M-V def2-TZVPD def2/J DEFGRID3
* xyz -2 1
S -0.3415 0.5655 0.0639
O 0.9677 0.2699 -0.5487
O -0.7772 -0.5436 0.8995
O -0.3960 1.8190 0.8352
O -1.3383 0.6580 -0.9755
C 1.6568 2.9466 -1.8099
C 3.1078 2.6135 -1.4314
O 3.9943 3.3815 -1.8306
N 3.3607 1.5647 -0.6372
C 4.6038 1.3501 0.0371
H 1.2119 2.0573 -2.2563
H 1.7629 3.8843 -2.3555
H 1.0830 3.0594 -0.8901
H 2.5210 1.0417 -0.4334
H 4.9739 0.3279 -0.0425
H 4.4241 1.6888 1.0574
H 5.4199 1.9015 -0.4300
C -1.4109 4.8454 2.1085
C -2.1089 5.0014 0.7590
O -2.7925 5.9957 0.4988
N -1.7938 4.0226 -0.0998
C -2.3417 4.0569 -1.4543
H -1.3281 3.8077 2.4314
H -2.0796 5.2814 2.8507
H -0.4149 5.2847 2.1646
H -1.2348 3.2140 0.1317
H -2.1566 5.0165 -1.9370
H -3.4091 3.8489 -1.3811
H -2.0163 3.2174 -2.0687
C 0.0101 -3.3340 3.3282
C -0.6309 -2.2566 4.1914
O -0.8634 -2.5554 5.3622
N -0.9522 -1.0129 3.6281
C -1.7673 0.0336 4.2610
H 1.0521 -3.0783 3.1359
H -0.5213 -3.3351 2.3765
H -0.1376 -4.3060 3.7987
H -0.7907 -0.8195 2.6500
H -2.0866 -0.2678 5.2586
H -2.6049 0.2666 3.6034
H -1.1271 0.8786 4.5142
C 2.3974 -1.2600 -3.2786
C 2.4016 -2.4580 -2.3302
O 2.8487 -3.5788 -2.6376
N 1.7701 -2.2551 -1.1650
C 1.4695 -3.2548 -0.1730
H 2.2609 -0.3175 -2.7484
H 1.6073 -1.2696 -4.0294
H 3.3215 -1.2033 -3.8539
H 1.4422 -1.3506 -0.8577
H 2.2446 -3.2782 0.5930
H 1.2784 -4.2049 -0.6720
H 0.5785 -3.0854 0.4316
C -0.7283 0.4206 -4.0202
C -2.2036 0.3494 -4.1816
O -2.5966 0.3012 -5.3371
N -2.9813 0.4009 -3.0690
C -4.4439 0.1743 -3.0875
H -0.5759 1.2617 -3.3438
H -0.2760 0.6766 -4.9783
H -0.4057 -0.5391 -3.6164
H -2.4588 0.3882 -2.2048
H -4.9186 0.9824 -2.5310
H -4.6155 -0.7730 -2.5763
H -4.7738 0.1489 -4.1261
C -1.3813 -2.7299 -2.2000
C -2.5459 -3.1220 -1.2753
O -3.4335 -3.8563 -1.7462
N -2.4819 -2.6502 -0.0487
C -3.3942 -3.0319 1.0336
H -0.6625 -3.5490 -2.1786
H -0.8852 -1.8103 -1.8895
H -1.7546 -2.5866 -3.2140
H -1.7812 -1.9752 0.2223
H -3.7210 -4.0695 1.1022
H -4.2438 -2.3547 0.9464
H -2.8319 -2.7091 1.9097
C 2.3233 0.3899 2.6233
C 2.5755 -0.9467 1.9705
O 3.3936 -1.6538 2.9166
S 4.2042 -0.5534 3.9714
O 5.6570 -0.7237 3.7447
O 3.6392 -0.7192 5.2998
O 3.5934 0.7460 3.1751
H 1.5979 0.2383 3.4225
H 2.0137 1.1849 1.9449
H 3.1117 -0.7775 1.0367
H 1.6372 -1.4077 1.6622
*
```

Summary:
Highest occupied orbital energy (eV): -4.54
LUMO energy (hartree): 0.1467